18
Properties=species:S:1:pos:R:3:forces:R:3 method="wB97M-V/def2-TZVPD" charge=-1
C -0.414 2.166 0.297 -2.3 1.3 0.8
C -1.525 1.104 0.705 4.8 -1.3 2.1
C 0.743 2.038 1.277 1.2 2.3 0.0
O 0.652 1.330 2.285 -0.1 -0.8 0.3
O 1.659 2.869 0.991 0.1 -0.7 0.1
H 0.034 2.398 -0.686 -0.7 -1.0 0.0
H -0.901 3.226 0.558 0.9 -2.1 -0.4
H -1.165 -0.042 0.695 -0.4 2.7 0.3
H -2.394 1.016 0.225 -3.6 0.6 -2.2
H -1.641 1.405 1.777 -0.3 -0.8 -0.9
C 0.697 -2.402 -1.710 -3.9 -0.6 -2.9
C 0.601 -2.049 -0.307 -2.9 3.5 1.3
H 1.175 -3.282 -2.006 1.7 -1.3 0.2
H -0.333 -2.695 -2.307 1.8 1.4 1.6
H 1.133 -1.537 -2.161 0.3 0.3 -1.0
H 0.060 -0.970 -0.141 1.7 -2.5 -0.7
H 0.074 -2.601 0.415 -1.0 -1.5 0.4
H 1.544 -1.975 0.093 2.4 0.6 1.0

=====

18
Properties=species:S:1:pos:R:3:forces:R:3 method="wB97M-V/def2-TZVPD" charge=-1
C 1.236 1.661 0.574 0.9 0.5 -0.5
C 0.102 -1.922 -0.252 -0.3 -1.1 -0.6
C 0.561 -0.789 0.623 0.3 1.0 -0.4
C 1.224 0.350 -0.205 -0.4 -0.6 0.9
H 0.223 1.993 0.775 -0.1 0.0 -0.1
H 1.747 2.413 -0.054 -0.3 0.1 0.2
H 1.810 1.647 1.513 -0.1 -0.4 -0.1
H -0.426 -2.691 0.350 0.2 0.3 -0.4
H 0.964 -2.420 -0.720 0.0 0.0 0.0
H -0.607 -1.600 -1.064 0.7 -0.1 1.0
H 1.191 -1.099 1.472 0.1 -0.1 -0.3
H -0.326 -0.337 1.047 -0.3 0.2 0.2
H 2.214 0.091 -0.599 0.1 -0.1 0.3
H 0.581 0.455 -1.067 -0.2 0.3 -0.2
O -1.615 1.292 -0.258 -2.2 -0.8 -0.5
C -2.627 0.558 -0.586 1.8 1.4 0.2
O -2.634 -0.661 -0.763 -0.3 -0.8 0.0
H -3.617 1.060 -0.786 0.3 0.3 0.2

=====

18
Properties=species:S:1:pos:R:3:forces:R:3 method="wB97M-V/def2-TZVPD" charge=-1
C -0.744 1.025 -2.021 2.2 -2.7 0.2
C -1.097 -0.437 -2.432 -2.8 -0.3 2.1
C -1.158 1.215 -0.582 -1.3 -1.1 0.9
H 0.388 1.072 -2.202 -1.6 0.7 0.2
H -1.340 1.644 -2.647 0.1 0.9 -0.7
H -2.295 -0.516 -2.583 2.7 -0.1 0.6
H -0.748 -1.187 -1.641 -0.7 1.1 -0.9
H -1.720 0.354 -0.161 0.1 0.3 -0.7
H -0.580 1.446 0.275 2.1 0.0 0.2
H -0.670 -0.767 -3.323 0.8 -0.3 -1.8
H -1.811 2.026 -0.519 -1.6 1.4 -0.1
C 1.977 -0.278 2.272 -0.6 0.3 1.4
C 1.362 -1.654 2.741 -0.2 0.4 3.3
O 2.077 -2.640 3.131 -0.6 1.4 -1.7
O 0.143 -1.456 3.022 0.1 -1.0 -0.9
H 2.967 -0.088 2.718 0.0 -0.4 -0.7
H 1.298 0.530 2.767 1.0 -1.4 -1.4
H 1.950 -0.291 1.185 0.2 0.6 -0.1

=====

18
Properties=species:S:1:pos:R:3:forces:R:3 method="wB97M-V/def2-TZVPD" charge=-1
C 3.875 0.089 -0.519 0.8 0.1 0.7
C 2.860 -0.706 -1.274 -2.6 -0.2 -1.1
H 4.757 0.332 -1.110 0.0 0.0 -0.1
H 3.462 1.025 -0.146 -0.1 0.1 -0.2
H 4.239 -0.410 0.385 0.0 -0.2 -0.2
H 2.365 -1.553 -0.794 0.6 -0.1 0.6
H 3.037 -1.074 -2.289 1.0 0.1 0.2
H 1.960 -0.099 -1.464 0.2 0.2 0.1
C -1.191 -0.426 1.176 -0.1 1.8 0.0
C -0.420 0.777 1.866 0.1 -1.2 -0.7
C -1.991 0.012 -0.125 0.2 -0.6 0.7
O -1.268 0.046 -1.143 0.0 0.3 -0.3
O -3.219 0.233 -0.008 0.4 0.1 0.1
H -0.466 -1.171 0.878 0.0 -0.4 0.0
H -1.860 -0.735 1.974 -0.2 -0.7 -0.3
H -0.957 0.958 2.791 0.2 0.6 0.1
H -0.307 1.664 1.244 -0.4 0.0 0.0
H 0.603 0.456 2.091 -0.1 0.1 0.3

=====

19
Properties=species:S:1:pos:R:3:forces:R:3 method="wB97M-V/def2-TZVPD" charge=-1
C 2.089 1.836 0.606 0.3 -0.2 0.3
S 0.908 2.162 -0.691 -0.3 0.5 -0.1
C 1.167 0.799 -1.809 -0.1 -0.4 -0.2
H 1.649 1.256 1.421 0.0 0.1 0.0
H 2.450 2.794 0.972 0.0 0.0 0.2
H 2.955 1.292 0.233 0.0 0.0 -0.1
H 0.259 0.705 -2.397 -0.1 0.1 -0.2
H 1.221 -0.157 -1.299 0.1 0.0 0.2
H 2.044 0.953 -2.438 0.0 0.0 0.0
C -0.941 -0.937 0.370 0.3 0.0 0.0
C -1.475 -1.613 1.633 -0.8 0.0 0.1
C -1.992 -0.799 -0.765 0.4 -0.2 -0.2
O -3.153 -0.552 -0.393 -0.3 0.1 0.0
O -1.551 -0.953 -1.933 0.0 0.2 0.1
H -0.595 0.081 0.595 -0.1 -0.1 0.0
H -0.053 -1.460 -0.010 -0.3 -0.1 0.0
H -2.400 -2.172 1.451 0.1 0.1 -0.4
H -1.788 -0.894 2.395 0.3 0.0 0.1
H -0.793 -2.341 2.057 0.5 0.0 0.3

=====

19
Properties=species:S:1:pos:R:3:forces:R:3 method="wB97M-V/def2-TZVPD" charge=-1
C 0.050 1.311 1.759 -0.7 2.1 1.3
C 0.037 -1.760 -0.768 2.1 1.7 -0.3
C 0.921 0.485 -1.261 1.9 0.1 3.0
C 0.482 -0.070 1.294 -2.2 -1.7 0.6
C 0.121 -0.300 -0.179 -0.6 0.0 -1.6
O -2.770 -0.519 -0.054 -0.1 -0.8 0.8
O -1.744 0.399 -2.031 0.1 0.1 -0.7
S -1.785 0.457 -0.551 0.8 0.4 -0.2
H -0.781 1.832 1.212 1.1 -0.8 -0.2
H 0.858 2.056 1.884 0.0 -0.4 -0.5
H 0.457 -2.513 -0.119 -0.6 -0.5 0.6
H -0.946 -1.904 -1.182 -0.5 -0.6 0.1
H 0.764 -1.759 -1.629 -0.8 -0.3 0.6
H 2.045 0.341 -1.211 -0.9 -0.5 0.1
H 0.848 1.549 -1.231 -0.6 1.0 0.2
H 0.546 0.144 -2.154 -0.6 -0.4 -2.2
H -0.414 1.334 2.767 0.4 -0.6 -0.1
H -0.242 -0.812 1.903 1.9 1.2 -1.2
H 1.551 -0.271 1.552 -0.7 0.0 -0.2

=====

19
Properties=species:S:1:pos:R:3:forces:R:3 method="wB97M-V/def2-TZVPD" charge=-1
C 1.762 -0.922 -1.484 -0.8 0.5 -0.2
C 2.518 0.414 -1.482 1.4 -1.0 -0.3
O 0.404 -0.804 -1.180 0.0 0.2 0.1
H 1.819 -1.317 -2.509 0.2 -0.2 0.2
H 2.243 -1.613 -0.776 0.2 0.0 -0.2
H 3.402 0.249 -2.121 0.1 0.1 0.2
H 0.349 -0.634 -0.112 0.3 -0.3 -0.8
H 2.914 0.668 -0.499 -0.4 0.3 0.1
H 2.002 1.224 -1.960 -0.7 0.4 0.1
C -1.900 -0.245 0.903 -0.3 1.1 -0.8
C -2.408 1.216 1.052 0.3 -0.9 -0.1
C -0.706 -0.526 1.783 1.4 0.6 0.7
O -0.859 -0.575 3.007 -0.5 -0.2 0.1
O 0.455 -0.557 1.220 -0.9 -0.1 0.5
H -2.755 -0.874 1.145 0.2 -0.3 0.0
H -1.612 -0.313 -0.146 -0.2 -0.6 0.0
H -2.596 1.386 2.109 -0.1 0.5 -0.1
H -3.302 1.283 0.446 -0.6 0.2 0.2
H -1.730 1.940 0.602 0.3 0.0 0.4

=====

19
Properties=species:S:1:pos:R:3:forces:R:3 method="wB97M-V/def2-TZVPD" charge=-1
O 2.642 -1.827 0.446 -0.8 0.0 -0.1
C 2.280 -0.731 -0.066 1.5 -0.3 1.3
O 2.969 -0.059 -0.854 -0.8 0.6 -0.7
C 1.025 -0.113 0.617 0.8 1.8 0.3
C 0.156 0.860 -0.170 -2.1 -1.2 -0.1
C -0.786 0.045 -1.114 0.6 0.3 -0.1
C -1.872 0.829 -1.909 0.3 -0.1 1.9
H 0.454 -0.959 0.991 -0.2 0.2 0.1
H 1.371 0.600 1.450 0.1 -1.6 -0.6
H -0.547 1.321 0.549 0.4 0.4 -0.1
H 0.736 1.609 -0.707 0.1 0.0 0.0
H -0.100 -0.300 -1.861 0.4 -0.9 -0.4
H -1.153 -0.843 -0.531 0.0 0.9 -0.7
H -1.516 1.069 -2.908 -0.4 0.0 0.0
H -2.084 1.739 -1.342 0.1 0.4 -0.3
H -2.822 0.303 -1.843 0.0 -0.2 -0.7
H 0.524 -1.280 2.858 -0.4 0.2 -0.2
H -1.016 -0.922 2.981 0.6 0.0 -0.3
O -0.263 -1.341 3.415 -0.2 -0.2 0.7

=====

19
Properties=species:S:1:pos:R:3:forces:R:3 method="wB97M-V/def2-TZVPD" charge=-1
C 0.322 1.205 0.017 -0.3 2.0 1.8
C 0.433 2.796 -0.331 2.0 -1.3 0.9
C 1.701 0.488 0.391 -0.5 1.3 -0.5
O 1.682 -0.058 1.511 0.6 -0.3 -0.2
O 2.591 0.613 -0.498 -0.7 -0.5 1.0
H -0.455 1.109 0.892 1.4 -0.1 -1.7
H 0.012 0.722 -0.894 -0.5 -0.2 -0.3
H -0.078 3.487 0.302 -1.0 -0.1 1.0
H -0.022 2.915 -1.293 0.5 0.5 -0.8
H 1.500 3.219 -0.182 -1.4 -1.1 -1.1
C -1.111 -1.786 0.619 1.3 -1.7 1.5
C -0.259 -2.315 -0.550 1.9 -0.6 2.8
O -2.265 -1.214 0.134 -0.1 4.7 -2.2
H -1.437 -2.570 1.356 0.3 0.3 -0.8
H -0.585 -1.060 1.204 0.7 0.2 0.4
H -1.002 -2.535 -1.217 -1.3 -0.9 -2.4
H -1.904 -0.257 -0.246 -1.7 -3.5 1.3
H 0.433 -3.183 -0.331 -1.1 0.6 0.0
H 0.442 -1.578 -0.883 0.1 0.8 -0.5

=====

19
Properties=species:S:1:pos:R:3:forces:R:3 method="wB97M-V/def2-TZVPD" charge=-1
C 1.635 -0.910 -1.521 0.9 -0.5 0.2
C 1.821 0.407 -0.766 0.0 -0.1 1.5
C 2.262 -2.062 -0.667 0.9 1.4 0.4
O 0.283 -1.229 -1.629 -1.0 0.5 -0.4
H 2.083 -0.814 -2.550 -0.3 -0.5 0.7
H 2.780 0.551 -0.225 0.1 -0.2 -1.0
H 2.042 -1.755 0.387 0.6 -0.3 -0.6
H 1.808 -3.040 -0.740 -0.2 -0.1 -0.7
H 3.363 -2.125 -0.869 -0.7 0.0 0.5
H -0.232 -0.668 -1.002 0.0 -0.1 0.0
H 1.171 0.273 0.118 -0.1 0.5 -0.5
H 1.519 1.322 -1.295 0.1 -0.4 0.1
C -1.378 1.374 2.578 -0.3 -1.0 -1.8
C -1.768 0.919 1.037 1.5 1.9 0.4
O -0.761 0.361 0.512 -0.5 -0.9 0.0
O -2.759 1.344 0.445 -0.8 -0.3 0.6
H -2.035 0.925 3.327 0.2 -0.1 0.0
H -1.344 2.450 2.718 -0.3 0.2 -0.2
H -0.355 0.994 2.553 -0.2 0.0 0.9

=====

Record order is preserved below.
Energy above the lowest of the compared OMol25 structures with the same formula, charge and spin: 51.6; 7.4; 38.7; 17.2; 11.0; 46.4; 15.6; 23.3; 48.0; 25.7 kcal/mol
Record order is preserved below.
Highest occupied orbital energy: -3.70; -4.24; -3.63; -3.81; -3.98; -2.81; -4.59; -4.01; -4.19; -4.44 eV